Entry 1:
This record from the OMol25 dataset describes 2 unconnected molecules or ions with the total composition C9H14 at a distorted geometry. The level of theory is ωB97M-V/def2-TZVPD.

As for the spin multiplicity: 2. The total energy comes out at -351.27065 Ha. Its charge is -1.

CARTESIAN COORDINATES (ANGSTROEM)
1 C 2.824 3.629 -1.115
2 C 2.456 2.209 -0.682
3 H 3.711 3.949 -0.569
4 H 2.994 3.659 -2.194
5 H 2.060 4.374 -0.867
6 H 2.118 2.151 0.343
7 H 3.360 1.589 -0.779
8 H 1.786 1.729 -1.381
9 C -0.864 -3.477 1.506
10 C -1.970 0.215 -0.491
11 C -2.767 -0.322 0.496
12 C -0.743 -0.376 -0.810
13 C -2.341 -1.461 1.246
14 C -0.428 -1.659 -0.209
15 C -1.187 -2.159 0.807
16 H -2.306 1.130 -0.989
17 H -3.687 0.186 0.768
18 H -0.064 -0.034 -1.583
19 H -2.904 -1.792 2.114
20 H 0.425 -2.192 -0.623
21 H -1.565 -4.224 1.126
22 H -1.074 -3.350 2.567
23 H 0.165 -3.777 1.319

=====

Entry 2:
This record from the OMol25 dataset describes a molecular structure, C3H6ClNO at a distorted geometry. The level of theory is ωB97M-V/def2-TZVPD.

The total energy comes out at -707.97055 Ha.

CARTESIAN COORDINATES (ANGSTROEM)
1 C 1.081 -0.258 0.238
2 C -0.314 -1.843 -0.939
3 C -0.444 1.971 0.790
4 N 0.014 -0.719 -0.109
5 O 0.897 1.586 0.716
6 Cl 2.703 -0.506 0.300
7 H 0.582 -2.620 -0.966
8 H -0.718 -1.466 -1.960
9 H -1.256 -2.296 -0.511
10 H -0.622 3.047 0.669
11 H -0.927 1.654 1.738
12 H -0.997 1.450 0.034

=====

Entry 3:
This record from the OMol25 dataset describes C23H26N2O5 in the gas phase. The level of theory is ωB97M-V/def2-TZVPD.

As for the structure (SMILES): C#CCNC(=O)C1=C[C@@H](c2cn(C(C)=O)c3ccccc23)C[C@@H](OCCCCO)O1. The total energy comes out at -1377.71027 Ha.

CARTESIAN COORDINATES (ANGSTROEM)
1 C -4.822 3.083 -3.639
2 C -4.734 3.365 -2.480
3 C -4.559 3.705 -1.080
4 N -3.243 3.333 -0.607
5 C -3.056 2.477 0.417
6 O -3.962 1.993 1.070
7 C -1.621 2.174 0.697
8 C -1.275 1.407 1.730
9 C 0.146 1.072 2.058
10 C 0.457 -0.359 1.738
11 C -0.320 -1.244 1.074
12 N 0.360 -2.438 0.866
13 C -0.049 -3.491 0.076
14 O 0.728 -4.350 -0.281
15 C -1.502 -3.485 -0.317
16 H -1.730 -4.428 -0.808
17 H -2.140 -3.362 0.555
18 H -1.698 -2.673 -1.015
19 C 1.622 -2.305 1.445
20 C 2.670 -3.207 1.533
21 C 3.809 -2.800 2.202
22 C 3.902 -1.535 2.777
23 C 2.857 -0.637 2.695
24 C 1.705 -1.019 2.016
25 H 2.929 0.336 3.157
26 H 4.806 -1.257 3.298
27 H 4.644 -3.480 2.283
28 H 2.601 -4.190 1.099
29 H -1.311 -1.097 0.697
30 C 1.074 2.009 1.269
31 H 1.086 2.997 1.733
32 C 0.567 2.177 -0.163
33 O 0.576 0.948 -0.816
34 C 0.561 1.017 -2.238
35 C 1.957 0.791 -2.832
36 C 2.269 -0.680 -3.104
37 C 2.174 -1.558 -1.858
38 O 2.458 -2.886 -2.231
39 H 2.141 -3.494 -1.548
40 H 1.165 -1.472 -1.438
41 H 2.886 -1.209 -1.094
42 H 1.574 -1.073 -3.848
43 H 3.276 -0.771 -3.513
44 H 2.694 1.200 -2.138
45 H 2.035 1.340 -3.772
46 H -0.129 0.241 -2.583
47 H 0.161 1.988 -2.549
48 O -0.731 2.745 -0.186
49 H 1.189 2.914 -0.699
50 H 2.087 1.613 1.233
51 H 0.317 1.230 3.130
52 H -2.061 1.004 2.348
53 H -2.435 3.659 -1.114
54 H -4.720 4.783 -0.945
55 H -5.280 3.155 -0.465
56 H -4.932 2.835 -4.653

=====

Entry 4:
This record from the OMol25 dataset describes C7H8N2O in the gas phase at a distorted geometry. The level of theory is ωB97M-V/def2-TZVPD.

As for the structure (SMILES): CC(=O)Nc1ccccn1. The total energy comes out at -456.17836 Ha.

CARTESIAN COORDINATES (ANGSTROEM)
1 C -3.424 -0.457 0.046
2 C -2.086 0.291 -0.082
3 C 0.387 -0.175 -0.031
4 C 0.949 1.089 0.025
5 C 2.284 1.311 0.043
6 C 3.088 0.208 -0.005
7 C 2.523 -1.028 -0.041
8 H -3.398 -1.088 -0.745
9 H -4.048 0.158 -0.012
10 H -3.274 -1.221 1.043
11 H -1.363 -1.638 0.032
12 H 0.280 1.875 -0.028
13 H 2.708 2.399 0.176
14 H 4.032 0.469 -0.177
15 H 3.035 -1.795 -0.043
16 N -0.975 -0.555 -0.014
17 N 1.248 -1.281 -0.080
18 O -1.968 1.439 -0.108

=====

Entry 5:
This record from the OMol25 dataset describes C5H8O in the gas phase. The level of theory is ωB97M-V/def2-TZVPD.

As for the structure (SMILES): C1C[C@@H]2O[C@@H]2C1. The total energy comes out at -270.51685 Ha.

CARTESIAN COORDINATES (ANGSTROEM)
1 C 0.325 -1.091 -0.396
2 C -1.108 -0.551 -0.278
3 C -0.958 0.642 0.632
4 O -0.044 0.535 1.721
5 C 0.406 1.137 0.506
6 C 1.236 0.158 -0.311
7 H 0.480 -1.665 -1.314
8 H 0.524 -1.751 0.452
9 H -1.445 -0.147 -1.245
10 H -1.841 -1.289 0.057
11 H -1.791 1.313 0.830
12 H 0.566 2.209 0.493
13 H 1.448 0.579 -1.301
14 H 2.202 -0.078 0.155

=====

Entry 6:
This record from the OMol25 dataset describes 2 unconnected molecules or ions with the total composition C4H12P2 at a distorted geometry. The level of theory is ωB97M-V/def2-TZVPD.

The total energy comes out at -842.11546 Ha.

CARTESIAN COORDINATES (ANGSTROEM)
1 C -0.488 -1.450 -1.754
2 C -1.101 -2.045 0.882
3 C 1.521 1.858 1.235
4 C -0.554 0.583 0.155
5 P 2.087 2.854 -0.208
6 P 0.142 -1.014 -0.011
7 H 0.379 -1.953 -2.258
8 H -0.839 -0.570 -2.315
9 H -1.247 -2.285 -1.599
10 H -0.971 -3.096 0.766
11 H -2.238 -1.935 0.736
12 H -1.096 -2.061 2.005
13 H 2.184 0.893 1.362
14 H 1.227 2.438 2.088
15 H -0.912 0.997 1.210
16 H -0.688 1.265 -0.645
17 H 0.958 3.652 -0.400
18 H 1.637 1.870 -1.248

=====

Entry 7:
This record from the OMol25 dataset describes a gas-phase ion, C7H14P (charge +1) at a distorted geometry. The level of theory is ωB97M-V/def2-TZVPD.

The total energy comes out at -616.18042 Ha. Its charge is +1.

CARTESIAN COORDINATES (ANGSTROEM)
1 C -0.632 0.356 2.284
2 C -0.921 -0.819 1.802
3 C -0.131 1.452 1.356
4 C -0.584 -1.027 0.192
5 C 0.123 -2.328 -0.156
6 C 1.768 0.398 -1.000
7 C -1.052 1.413 -1.335
8 P 0.048 0.563 -0.207
9 H -0.897 0.598 3.395
10 H -1.283 -1.700 2.398
11 H -0.975 2.129 1.313
12 H 0.716 2.022 1.575
13 H -1.545 -1.071 -0.502
14 H 1.012 -2.606 0.356
15 H 0.485 -2.258 -1.139
16 H -0.461 -3.275 -0.007
17 H 1.396 0.000 -1.911
18 H 2.303 -0.221 -0.304
19 H 2.167 1.356 -1.131
20 H -1.487 0.571 -2.047
21 H -0.559 2.211 -1.864
22 H -1.941 1.593 -0.787

=====

Entry 8:
This record from the OMol25 dataset describes a molecular structure, C60H80N5NaP2 at a distorted geometry. The level of theory is ωB97M-V/def2-TZVPD.

The total energy comes out at -3453.11233 Ha. Its charge is -2.

CARTESIAN COORDINATES (ANGSTROEM)
1 Na 0.594 -0.079 -0.318
2 C 5.537 -3.815 1.793
3 C 4.590 -3.070 2.745
4 C 3.280 -2.768 2.088
5 C 2.116 -3.448 2.185
6 C 1.825 -4.677 2.987
7 C 1.895 -5.956 2.142
8 C 1.166 -2.748 1.305
9 C -0.125 -3.190 1.090
10 C -1.141 -2.689 0.228
11 C -2.409 -3.381 0.042
12 C -2.754 -4.705 0.655
13 C -2.213 -5.869 -0.187
14 C -3.130 -2.686 -0.870
15 C -2.322 -1.457 -1.216
16 C -2.271 0.622 -2.191
17 C -1.200 1.649 -2.191
18 N 0.008 1.506 -1.707
19 C 0.697 2.661 -2.019
20 C 2.017 2.908 -1.701
21 C 2.943 2.115 -1.005
22 N 2.696 0.896 -0.476
23 C 3.836 0.490 0.107
24 C 3.990 -0.695 0.846
25 C 3.029 -1.644 1.169
26 N 1.754 -1.677 0.728
27 C 4.883 1.489 -0.047
28 C 4.317 2.515 -0.744
29 C 4.934 3.829 -1.112
30 C 4.543 4.935 -0.122
31 C 6.275 1.376 0.492
32 C 6.349 1.705 1.993
33 C -0.160 3.569 -2.746
34 C -1.366 2.926 -2.860
35 C -2.610 3.436 -3.517
36 C -2.815 2.910 -4.943
37 C 0.197 4.926 -3.267
38 C 0.696 4.890 -4.717
39 N -1.079 -1.630 -0.549
40 C -4.466 -3.230 -1.318
41 C -5.604 -3.028 -0.303
42 H 6.537 -3.912 2.221
43 H 5.612 -3.277 0.847
44 H 5.153 -4.814 1.580
45 H 5.062 -2.138 3.066
46 H 4.426 -3.674 3.640
47 H 0.832 -4.596 3.436
48 H 2.542 -4.754 3.807
49 H 1.147 -5.933 1.347
50 H 1.722 -6.843 2.756
51 H 2.876 -6.047 1.674
52 H -0.394 -4.079 1.648
53 H -3.833 -4.816 0.768
54 H -2.331 -4.764 1.660
55 H -2.635 -5.843 -1.193
56 H -2.463 -6.831 0.264
57 H -1.127 -5.795 -0.280
58 H -3.046 1.060 -2.809
59 H 2.399 3.865 -2.043
60 H 4.974 -0.851 1.273
61 H 4.627 4.117 -2.121
62 H 6.022 3.734 -1.130
63 H 3.470 5.124 -0.166
64 H 5.070 5.868 -0.334
65 H 4.787 4.625 0.895
66 H 6.943 2.044 -0.057
67 H 6.643 0.359 0.331
68 H 6.278 2.781 2.156
69 H 7.286 1.353 2.430
70 H 5.519 1.231 2.519
71 H -2.583 4.529 -3.537
72 H -3.480 3.155 -2.918
73 H -2.018 3.244 -5.610
74 H -3.767 3.263 -5.345
75 H -2.825 1.818 -4.955
76 H 0.969 5.373 -2.635
77 H -0.675 5.581 -3.211
78 H 1.622 4.317 -4.791
79 H 0.880 5.898 -5.095
80 H -0.046 4.414 -5.357
81 H -4.336 -4.308 -1.456
82 H -4.767 -2.836 -2.278
83 H -5.292 -3.329 0.697
84 H -6.478 -3.617 -0.589
85 H -5.896 -1.982 -0.258
86 C -0.339 -3.507 -4.638
87 C -0.235 -3.033 -3.192
88 C 1.007 -3.648 -2.532
89 P -0.159 -1.175 -2.846
90 C 0.264 -0.314 -4.489
91 C -0.366 -0.571 -5.859
92 C 1.795 -0.348 -4.595
93 C -1.995 -0.848 -2.657
94 C -3.022 -1.188 -3.690
95 C -4.311 -0.840 -3.557
96 C -4.960 -0.225 -2.387
97 C -4.415 0.104 -1.204
98 C -2.939 0.099 -0.881
99 N -2.452 0.686 0.263
100 C -2.890 0.454 1.497
101 C -4.045 -0.277 1.903
102 C -4.524 -0.178 3.192
103 C -3.858 0.581 4.153
104 C -2.615 1.123 3.834
105 C -2.083 1.016 2.558
106 P -0.372 1.340 1.997
107 C 0.720 0.559 3.339
108 C 0.279 0.447 4.797
109 C 2.115 1.178 3.241
110 C -0.107 3.183 2.240
111 C -0.979 3.874 1.185
112 C -0.352 3.800 3.613
113 H -0.443 -4.597 -4.664
114 H 0.560 -3.246 -5.200
115 H -1.202 -3.081 -5.149
116 H -1.125 -3.381 -2.656
117 H 1.905 -3.380 -3.095
118 H 0.944 -4.741 -2.490
119 H 1.130 -3.266 -1.521
120 H -0.007 0.710 -4.205
121 H -0.001 -1.492 -6.313
122 H -0.094 0.251 -6.530
123 H -1.455 -0.605 -5.817
124 H 2.145 -1.335 -4.915
125 H 2.246 -0.120 -3.626
126 H 2.154 0.384 -5.326
127 H -2.716 -1.719 -4.584
128 H -4.993 -1.088 -4.365
129 H -6.032 -0.088 -2.498
130 H -5.061 0.511 -0.433
131 H -4.545 -0.919 1.189
132 H -5.438 -0.700 3.461
133 H -4.267 0.686 5.151
134 H -2.052 1.605 4.621
135 H 0.797 -0.465 2.954
136 H 0.090 1.421 5.251
137 H 1.073 -0.037 5.377
138 H -0.622 -0.158 4.889
139 H 2.149 2.162 3.714
140 H 2.412 1.278 2.196
141 H 2.851 0.540 3.742
142 H 0.943 3.330 1.961
143 H -2.034 3.784 1.458
144 H -0.848 3.402 0.208
145 H -0.730 4.937 1.101
146 H -1.380 3.618 3.931
147 H -0.202 4.885 3.567
148 H 0.326 3.404 4.369

=====

Entry 9:
This record from the OMol25 dataset describes a molecular structure, C7H9NO5Tb at a distorted geometry. The level of theory is ωB97M-V/def2-TZVPD.

As for the spin multiplicity: 7. The total energy comes out at -1526.37797 Ha. Its charge is +3.

CARTESIAN COORDINATES (ANGSTROEM)
1 Tb -0.122 0.131 0.146
2 C 0.004 2.334 -0.861
3 O 0.035 3.400 -1.299
4 C -0.049 -0.555 -2.335
5 O -0.049 -0.937 -3.420
6 C -2.549 0.109 -0.316
7 O -3.691 -0.028 -0.440
8 C 2.371 0.124 -0.110
9 O 3.520 0.019 -0.181
10 H 0.020 -2.332 0.971
11 H -0.028 -2.550 0.226
12 C -1.401 1.125 4.769
13 N -0.129 0.472 4.477
14 C 0.718 0.042 5.580
15 C 0.304 0.221 3.268
16 O -0.330 0.567 2.202
17 H -1.434 1.206 5.855
18 H -2.260 0.529 4.428
19 H -1.448 2.129 4.328
20 H 0.850 -1.047 5.561
21 H 1.705 0.510 5.494
22 H 0.228 0.350 6.501
23 H 1.262 -0.319 3.189

=====

Entry 10:
This record from the OMol25 dataset describes C7H9N in the gas phase at a distorted geometry. The level of theory is ωB97M-V/def2-TZVPD.

As for the structure (SMILES): C=C1[C@@H]2C=C[C@H]1NC2. The total energy comes out at -326.72686 Ha.

CARTESIAN COORDINATES (ANGSTROEM)
1 C 1.881 -0.050 -1.374
2 C 0.854 0.191 -0.583
3 C -0.632 0.434 -0.844
4 C -1.207 -0.829 -0.235
5 C 0.815 -0.072 0.871
6 C 0.005 1.152 1.311
7 C -0.946 1.350 0.291
8 H 2.966 -0.197 -1.072
9 H 1.768 -0.152 -2.506
10 H -0.829 0.595 -1.862
11 H -0.943 -1.704 -0.889
12 H -2.219 -0.852 0.315
13 H -0.677 -1.497 1.684
14 H 1.770 -0.302 1.361
15 H -0.512 1.283 2.476
16 H -1.998 1.923 0.302
17 N -0.098 -1.273 0.754

=====

Entry 11:
This record from the OMol25 dataset describes a molecular structure, C26H25NPt. The level of theory is ωB97M-V/def2-TZVPD.

The total energy comes out at -1179.27896 Ha. Its charge is +2.

CARTESIAN COORDINATES (ANGSTROEM)
1 Pt 0.016 -0.284 -0.427
2 C 2.456 -2.787 -1.184
3 C 1.137 -2.168 -1.501
4 C -0.042 -2.525 -0.778
5 C -1.333 -2.087 -1.185
6 C -2.568 -2.593 -0.521
7 C -1.402 -1.125 -2.216
8 C -0.244 -0.683 -2.889
9 C -0.338 0.299 -4.011
10 C 1.020 -1.197 -2.505
11 H 3.255 -2.047 -1.176
12 H 2.684 -3.511 -1.972
13 H 2.444 -3.323 -0.239
14 H 0.032 -3.244 0.028
15 H -3.289 -1.792 -0.364
16 H -2.349 -3.068 0.433
17 H -3.026 -3.337 -1.178
18 H -2.370 -0.739 -2.512
19 H 0.503 0.993 -4.010
20 H -1.276 0.849 -3.998
21 H -0.299 -0.255 -4.953
22 H 1.907 -0.857 -3.025
23 C -0.393 3.879 -1.281
24 C 0.550 4.454 -0.432
25 C 1.309 3.647 0.391
26 C 1.127 2.270 0.365
27 N 0.201 1.734 -0.462
28 C -0.543 2.515 -1.265
29 C 1.849 1.283 1.156
30 C 2.869 1.574 2.058
31 C 3.481 0.550 2.759
32 C 3.076 -0.763 2.568
33 C 2.053 -1.067 1.674
34 C 1.458 -0.042 0.968
35 H -1.005 4.479 -1.939
36 H 0.687 5.527 -0.417
37 H 2.044 4.075 1.056
38 H -1.269 2.015 -1.890
39 H 3.188 2.596 2.216
40 H 4.273 0.775 3.460
41 H 3.549 -1.562 3.124
42 H 1.737 -2.096 1.562
43 C -3.307 0.003 3.031
44 C -3.377 0.825 1.917
45 C -2.376 0.788 0.952
46 C -1.313 -0.084 1.120
47 C -1.227 -0.912 2.227
48 C -2.235 -0.863 3.183
49 H -4.087 0.038 3.780
50 H -4.210 1.503 1.790
51 H -2.459 1.436 0.090
52 H -0.395 -1.587 2.371
53 H -2.172 -1.506 4.051

=====

Entry 12:
This record from the OMol25 dataset describes a gas-phase ion, C3H8NO2 (charge +1) at a distorted geometry. The level of theory is ωB97M-V/def2-TZVPD.

As for the structure (SMILES): [NH3+]CCC(=O)O. The total energy comes out at -324.10258 Ha. Its charge is +1.

CARTESIAN COORDINATES (ANGSTROEM)
1 C -0.032 0.380 0.818
2 C -0.159 -0.453 -0.438
3 C 1.240 -0.860 -0.892
4 O 1.258 -2.025 -1.543
5 O 2.177 -0.127 -0.751
6 N -1.270 1.206 1.072
7 H 0.763 1.105 0.651
8 H 0.206 -0.228 1.688
9 H -0.737 -1.375 -0.333
10 H -0.615 0.080 -1.279
11 H 1.891 -1.976 -2.276
12 H -1.473 1.699 0.197
13 H -2.121 0.674 1.281
14 H -1.127 1.901 1.806